Below is a structure of composition C9H10N2O in a non-equilibrium geometry, with properties calculated with ωB97M-V/def2-TZVPD.

Atoms and positions in Å:
C  1.43  -1.16  2.41
C  1.92  -0.38  1.16
C  0.66  1.67  0.86
C  -0.85  0.99  -0.75
C  -1.95  0.88  -1.54
C  -2.14  -0.29  -2.34
C  -1.32  -1.40  -2.00
C  -0.24  -1.22  -1.14
C  -0.12  0.04  -0.51
H  2.13  -2.11  2.85
H  1.73  -0.32  3.17
H  0.37  -1.55  2.19
H  2.29  -1.03  0.48
H  2.61  0.78  1.43
H  -0.95  3.12  0.03
H  -2.62  2.02  -1.76
H  -3.24  -0.37  -3.16
H  -1.62  -2.29  -2.59
H  0.25  -2.20  -0.70
N  0.79  0.38  0.48
N  -0.49  2.06  -0.06
O  1.35  2.39  1.50

The calculation puts the total energy at -533.520160 Ha. Its strongest force on any atom is 0.2514 hartree/bohr. Its total charge is 0. The HOMO energy is -8.360 eV. As for the HOMO-LUMO gap: 9.2 eV. Its spin multiplicity is 1.

natural (NBO) atomic charge list, values in e, 8 entries:
1. C -0.6759
2. C -0.2099
3. C 0.7899
4. C 0.0365
5. C -0.1797
6. C -0.2061
7. C -0.2632
8. C -0.2229



Below is an isolated molecule of C32H39NO4, with properties calculated with ωB97M-V/def2-TZVPD.

Atoms and positions in Å:
C  3.60  2.89  0.41
C  3.83  1.62  -0.41
C  3.20  1.77  -1.80
C  5.33  1.44  -0.54
O  5.95  1.44  -1.57
O  5.93  1.32  0.65
C  3.25  0.38  0.26
C  3.82  -0.86  0.02
C  3.31  -2.01  0.60
C  2.18  -1.95  1.40
C  1.58  -3.20  2.00
O  1.36  -3.08  3.39
C  0.28  -3.57  1.27
C  0.54  -3.96  -0.19
C  -0.71  -3.79  -1.06
N  -1.07  -2.39  -1.23
C  -0.22  -1.66  -2.16
C  -0.33  -0.16  -1.87
C  -1.79  0.25  -1.55
C  -1.98  0.53  -0.04
O  -1.55  -0.56  0.75
C  -3.45  0.83  0.23
C  -4.22  -0.04  0.99
C  -5.56  0.22  1.22
C  -6.14  1.37  0.71
C  -5.37  2.25  -0.04
C  -4.04  1.98  -0.27
C  -1.21  1.76  0.44
C  -0.64  2.72  -0.38
C  0.00  3.82  0.16
C  0.08  3.99  1.53
C  -0.48  3.04  2.36
C  -1.13  1.94  1.82
C  -2.75  -0.80  -2.10
C  -2.47  -2.23  -1.60
C  1.58  -0.71  1.61
C  2.11  0.44  1.05
H  4.17  3.71  -0.03
H  2.55  3.17  0.41
H  3.93  2.75  1.44
H  3.65  2.61  -2.32
H  2.13  1.93  -1.70
H  3.37  0.87  -2.39
H  6.89  1.22  0.53
H  4.69  -0.94  -0.62
H  3.79  -2.96  0.42
H  2.30  -4.03  1.92
H  0.74  -2.35  3.53
H  -0.19  -4.40  1.80
H  -0.39  -2.71  1.31
H  0.86  -5.00  -0.25
H  1.35  -3.34  -0.59
H  -1.55  -4.29  -0.57
H  -0.55  -4.28  -2.04
H  0.82  -1.97  -2.02
H  -0.49  -1.88  -3.20
H  0.04  0.39  -2.73
H  0.31  0.08  -1.02
H  -2.03  1.18  -2.07
H  -1.24  -1.26  0.14
H  -3.76  -0.93  1.40
H  -6.15  -0.46  1.81
H  -7.18  1.58  0.89
H  -5.82  3.15  -0.44
H  -3.45  2.68  -0.85
H  -0.67  2.63  -1.46
H  0.44  4.56  -0.50
H  0.59  4.85  1.95
H  -0.43  3.15  3.44
H  -1.58  1.20  2.46
H  -3.78  -0.53  -1.86
H  -2.66  -0.78  -3.19
H  -3.08  -2.45  -0.72
H  -2.76  -2.94  -2.39
H  0.68  -0.63  2.20
H  1.62  1.38  1.25

The calculation puts the total energy at -1598.547975 Ha. Its strongest force on any atom is 0.0124 hartree/bohr. Its total charge is 0. The HOMO energy is -8.826 eV. As for the HOMO-LUMO gap: 9.5 eV. Its spin multiplicity is 1.

natural (NBO) atomic charge list, values in e, 8 entries:
1. C -0.5980
2. C -0.1815
3. C -0.5910
4. C 0.8130
5. O -0.5975
6. O -0.6876
7. C -0.0010
8. C -0.2186



Below is the ion C5H13NS with charge +1 in a non-equilibrium geometry, with properties calculated with ωB97M-V/def2-TZVPD.

Atoms and positions in Å:
C  -0.69  -0.77  -0.33
C  -0.35  -1.95  0.59
S  -0.57  -1.16  2.37
C  0.54  0.05  -0.59
N  0.37  1.38  -1.13
C  -0.46  1.46  -2.28
C  1.61  2.15  -1.04
H  -1.47  -0.19  0.15
H  -1.00  -1.20  -1.30
H  -1.11  -2.73  0.63
H  0.55  -2.49  0.26
H  0.33  -1.99  2.98
H  1.29  -0.49  -1.19
H  1.00  -0.01  0.44
H  0.22  1.13  -3.09
H  -1.36  0.83  -2.30
H  -0.86  2.44  -2.56
H  1.64  2.58  -0.04
H  2.52  1.54  -1.21
H  1.58  3.02  -1.73

The calculation puts the total energy at -650.903273 Ha. Its strongest force on any atom is 0.0586 hartree/bohr. Its total charge is +1. The HOMO energy (alpha / beta) is -12.549 / -12.537 eV. As for the HOMO-LUMO gap (alpha / beta): 9.8 / 5.2 eV. Its expectation value of S² is 0.75. Its spin multiplicity is 2.

natural (NBO) atomic charge list, values in e, 8 entries:
1. C -0.4484
2. C -0.4692
3. S -0.0898
4. C -0.3133
5. N 0.0472
6. C -0.4786
7. C -0.4697
8. H 0.2361



Below is a cluster of 2 separate species, C3H12NO2S2 in total in a non-equilibrium geometry, with properties calculated with ωB97M-V/def2-TZVPD.

Atoms and positions in Å:
N  0.76  0.65  -0.29
C  -0.37  -0.36  0.03
C  -0.82  -0.90  -1.34
O  0.29  -1.16  -2.15
C  -1.59  0.08  0.86
S  -1.22  1.12  2.29
S  -0.71  2.99  1.98
H  0.83  0.79  -1.30
H  1.67  0.24  -0.02
H  0.69  1.54  0.21
H  0.18  -1.08  0.64
H  -1.51  -0.18  -1.80
H  -1.41  -1.78  -1.14
H  0.29  -0.65  -2.95
H  -2.45  0.36  0.25
H  -1.98  -0.86  1.27
H  -1.59  3.51  1.09
H  2.74  -2.00  0.26
H  3.35  -1.20  1.45
O  2.85  -1.11  0.64

The calculation puts the total energy at -1122.406309 Ha. Its strongest force on any atom is 0.0285 hartree/bohr. Its total charge is +2. The HOMO energy (alpha / beta) is -18.622 / -18.704 eV. As for the HOMO-LUMO gap (alpha / beta): 10.4 / 6.5 eV. Its expectation value of S² is 0.75. Its spin multiplicity is 2.

natural (NBO) atomic charge list, values in e, 8 entries:
1. N -0.7076
2. C -0.0721
3. C -0.0828
4. O -0.6970
5. C -0.6173
6. S 0.5533
7. S 0.2317
8. H 0.4523



Below is a structure of composition C46H45CoO3PSSb, with properties calculated with ωB97M-V/def2-TZVPD.

Atoms and positions in Å:
Co  -0.29  -0.37  0.82
C  0.64  -3.82  0.79
O  -0.07  -2.79  1.47
C  -1.31  -3.20  2.03
C  -2.44  -2.63  1.21
O  -2.29  -1.20  1.23
C  -3.24  -0.54  0.40
C  -3.05  0.94  0.62
O  -1.69  1.27  0.38
C  -1.45  2.66  0.64
H  0.88  -4.63  1.48
H  1.56  -3.38  0.41
H  0.06  -4.22  -0.05
H  -1.36  -2.82  3.05
H  -1.39  -4.29  2.06
H  -3.41  -2.89  1.63
H  -2.38  -2.97  0.17
H  -4.25  -0.83  0.67
H  -3.04  -0.81  -0.65
H  -3.30  1.20  1.66
H  -3.70  1.52  -0.05
H  -2.02  3.26  -0.08
H  -0.39  2.85  0.52
H  -1.75  2.91  1.66
C  1.28  -2.46  7.07
C  1.31  -1.07  7.05
C  1.14  -0.39  5.85
C  0.95  -1.10  4.67
C  0.92  -2.50  4.69
C  1.09  -3.17  5.90
P  0.77  -0.23  3.09
C  0.00  1.36  3.57
C  -1.35  1.29  3.93
C  -2.02  2.43  4.33
C  -1.36  3.65  4.36
C  -0.03  3.73  3.99
C  0.66  2.58  3.61
C  2.45  0.18  2.58
C  3.58  0.00  3.36
C  4.83  0.39  2.88
C  4.95  0.98  1.64
C  3.82  1.18  0.83
C  3.89  1.81  -0.43
C  2.75  2.01  -1.18
C  1.52  1.56  -0.72
C  1.38  0.83  0.48
C  2.55  0.73  1.29
H  1.40  -2.98  8.01
H  1.45  -0.52  7.96
H  1.15  0.69  5.84
H  0.79  -3.05  3.77
H  1.07  -4.25  5.91
H  -1.86  0.33  3.92
H  -3.06  2.37  4.63
H  -1.89  4.54  4.68
H  0.49  4.67  4.02
H  1.70  2.65  3.34
H  3.50  -0.45  4.34
H  5.71  0.24  3.49
H  5.92  1.29  1.28
H  4.85  2.17  -0.78
H  2.82  2.51  -2.14
H  0.64  1.74  -1.32
S  -0.11  -1.64  -1.23
Sb  -0.43  -0.51  -3.21
C  -1.56  1.26  -3.17
C  -2.92  1.21  -2.89
C  -3.67  2.37  -2.88
C  -3.06  3.60  -3.14
C  -1.71  3.65  -3.43
C  -0.95  2.49  -3.44
C  1.43  -0.03  -4.05
C  1.48  0.59  -5.30
C  2.71  0.88  -5.87
C  3.88  0.54  -5.20
C  3.83  -0.08  -3.96
C  2.60  -0.36  -3.38
C  -1.46  -1.80  -4.50
C  -2.36  -1.30  -5.43
C  -2.99  -2.17  -6.31
C  -2.72  -3.53  -6.24
C  -1.82  -4.03  -5.31
C  -1.19  -3.16  -4.43
H  -3.41  0.26  -2.71
H  -4.73  2.33  -2.68
H  -3.65  4.50  -3.14
H  -1.24  4.60  -3.65
H  0.10  2.53  -3.69
H  0.57  0.84  -5.83
H  2.76  1.35  -6.84
H  4.84  0.76  -5.65
H  4.74  -0.35  -3.45
H  2.55  -0.86  -2.41
H  -2.57  -0.24  -5.49
H  -3.69  -1.79  -7.04
H  -3.21  -4.21  -6.93
H  -1.61  -5.09  -5.27
H  -0.49  -3.55  -3.70

The calculation puts the total energy at -4367.599238 Ha. Its strongest force on any atom is 0.0086 hartree/bohr. Its total charge is +2. The HOMO energy (alpha / beta) is -12.832 / -13.418 eV. As for the HOMO-LUMO gap (alpha / beta): 7.6 / 5.3 eV. Its expectation value of S² is 6.04. Its spin multiplicity is 5.

Mulliken atomic charge list, values in e, 8 entries:
1. Co -0.2196
2. C -1.2611
3. O 0.6313
4. C -0.7398
5. C -0.8054
6. O -0.2304
7. C -0.8856
8. C -0.4921



Below is a structure of composition C30H44BrClN2P2Pt in a non-equilibrium geometry, with properties calculated with ωB97M-V/def2-TZVPD.

Atoms and positions in Å:
N  2.37  -4.13  7.10
C  1.23  -3.47  7.21
C  0.69  -2.73  6.13
C  1.37  -2.74  4.90
C  2.59  -3.42  4.82
C  3.05  -4.12  5.96
C  0.65  -2.19  3.69
Pt  1.60  -0.96  2.45
P  -0.71  -1.57  -3.03
C  0.88  -2.89  2.41
C  -0.16  -3.23  1.36
C  0.27  -3.94  0.23
C  -0.51  -3.87  -0.95
C  -1.50  -2.92  -0.97
C  -2.17  -2.57  0.18
C  -1.48  -2.76  1.42
Br  -0.93  0.15  -1.74
H  -0.34  -1.79  3.93
H  1.65  -3.67  2.48
H  -0.27  -2.23  6.23
H  3.19  -3.45  3.90
H  0.71  -3.51  8.17
H  3.98  -4.68  5.92
H  1.21  -4.48  0.29
H  -1.92  -2.51  2.38
H  -0.30  -4.56  -1.76
H  -3.18  -2.17  0.17
P  3.03  -0.02  1.01
C  -2.57  -1.85  -3.01
C  -2.95  -3.27  -3.38
H  -3.09  -1.12  -3.67
H  -2.90  -1.62  -1.99
H  -3.99  -3.42  -3.06
H  -2.88  -3.41  -4.47
H  -2.31  -3.99  -2.85
C  0.96  -2.34  -3.02
C  1.03  -3.60  -3.92
H  1.29  -2.56  -1.99
H  1.64  -1.55  -3.41
H  1.70  -4.38  -3.50
H  0.04  -4.07  -4.05
H  1.43  -3.37  -4.92
C  -0.54  -0.56  -4.58
C  -1.70  -0.19  -5.52
H  0.21  -1.07  -5.19
H  -0.07  0.37  -4.20
H  -1.42  0.69  -6.11
H  -1.88  -1.01  -6.24
H  -2.64  0.07  -5.04
C  2.50  1.45  0.05
C  3.65  2.07  -0.75
H  2.07  2.15  0.78
H  1.68  1.11  -0.59
H  4.23  2.76  -0.13
H  4.32  1.33  -1.21
H  3.25  2.68  -1.57
C  3.35  -1.31  -0.25
C  4.80  -1.79  -0.30
H  3.03  -0.89  -1.21
H  2.67  -2.14  -0.01
H  5.50  -0.99  -0.60
H  5.13  -2.20  0.66
H  4.89  -2.61  -1.03
C  4.54  0.47  1.93
C  4.23  1.45  3.05
H  5.26  0.90  1.23
H  5.03  -0.43  2.32
H  5.12  1.61  3.67
H  3.89  2.42  2.68
H  3.44  1.04  3.70
Cl  -3.64  0.63  0.66
C  -2.20  1.11  1.45
C  -2.09  2.38  2.00
C  -0.91  2.69  2.67
C  0.08  1.72  2.82
N  -0.03  0.50  2.26
C  -1.10  0.24  1.50
H  -2.91  3.08  1.89
H  -0.75  3.66  3.12
H  1.00  1.89  3.38
H  -1.09  -0.65  0.89

The calculation puts the total energy at -5114.582202 Ha. Its strongest force on any atom is 0.0707 hartree/bohr. Its total charge is +2. The HOMO energy (alpha / beta) is -13.412 / -13.387 eV. As for the HOMO-LUMO gap (alpha / beta): 7.4 / 6.3 eV. Its expectation value of S² is 2.01. Its spin multiplicity is 3.

Mulliken atomic charge list, values in e, 8 entries:
1. N -0.5633
2. C -0.3994
3. C -0.5774
4. C 0.9905
5. C -0.2102
6. C -0.5200
7. C -1.0134
8. Pt 0.1736